A cluster of 11 separate species, C16H49N21O11P in total in a non-equilibrium geometry. Source: the Open Molecules 2025 dataset; level of theory: ωB97M-V/def2-TZVPD.

Last column: Löwdin charge in e.
Positions of all 98 atoms, in Å:
C: 1.561 0.582 8.099  -0.24
P: 1.529 -0.063 6.389  0.94
O: 0.114 0.517 5.758  -0.30
C: 2.847 0.805 5.435  -0.33
C: 4.163 0.826 5.793  -0.04
C: 5.066 1.449 4.980  -0.02
C: 4.662 2.052 3.799  -0.03
C: 3.350 2.016 3.498  -0.02
N: 2.484 1.405 4.309  0.11
H: 0.733 1.267 8.290  0.05
H: 2.517 1.013 8.398  0.04
H: 1.392 -0.281 8.744  0.04
H: 0.018 0.100 4.884  0.04
H: 4.483 0.326 6.696  0.13
H: 6.107 1.438 5.282  0.13
H: 5.366 2.523 3.129  0.12
H: 2.989 2.485 2.594  0.15
H: 1.512 1.395 3.993  0.13
C: -0.021 0.747 1.129  -0.66
O: 0.586 0.386 2.149  -0.05
N: -0.867 1.809 1.112  0.18
N: 0.118 0.099 -0.039  0.20
H: -1.363 2.102 0.288  0.10
H: -0.999 2.314 1.968  0.10
H: 0.734 -0.697 -0.058  0.12
H: -0.365 0.369 -0.881  0.08
C: -0.761 2.573 -2.797  -0.69
O: -1.509 1.625 -2.574  -0.01
N: 0.518 2.419 -3.220  0.17
N: -1.164 3.868 -2.633  0.16
H: 1.145 3.187 -3.409  0.09
H: 0.851 1.482 -3.355  0.11
H: -2.106 4.021 -2.325  0.10
H: -0.572 4.658 -2.810  0.09
C: -0.258 -3.359 2.265  -0.69
O: 0.945 -3.426 2.040  0.00
N: -0.902 -2.165 2.433  0.16
N: -1.058 -4.453 2.371  0.16
H: -1.888 -2.094 2.618  0.08
H: -0.344 -1.329 2.366  0.03
H: -0.637 -5.359 2.258  0.08
H: -2.043 -4.402 2.558  0.08
C: -3.031 -7.165 1.295  -0.67
O: -2.185 -7.082 2.178  -0.01
N: -4.207 -7.837 1.476  0.15
N: -2.872 -6.598 0.071  0.17
H: -4.913 -7.919 0.770  0.09
H: -4.356 -8.269 2.369  0.10
H: -2.020 -6.095 -0.097  0.10
H: -3.551 -6.653 -0.668  0.07
C: 8.620 1.263 1.738  -0.68
O: 9.673 1.699 1.330  0.05
N: 8.038 1.721 2.899  0.15
N: 7.920 0.284 1.088  0.15
H: 7.171 1.377 3.259  0.04
H: 8.527 2.438 3.403  0.11
H: 8.316 -0.072 0.238  0.11
H: 7.049 -0.090 1.413  0.09
C: -2.478 -4.706 -2.980  -0.70
O: -3.205 -5.662 -2.748  0.00
N: -1.211 -4.848 -3.454  0.17
N: -2.884 -3.415 -2.785  0.16
H: -0.603 -4.077 -3.653  0.10
H: -0.882 -5.782 -3.613  0.11
H: -3.814 -3.274 -2.436  0.11
H: -2.307 -2.617 -2.972  0.10
C: 2.451 5.553 -5.418  -0.69
O: 2.926 4.899 -4.495  -0.01
N: 1.488 6.496 -5.236  0.15
N: 2.857 5.383 -6.708  0.15
H: 1.086 7.044 -5.975  0.07
H: 1.168 6.654 -4.300  0.09
H: 3.567 4.696 -6.880  0.10
H: 2.487 5.904 -7.480  0.10
C: -1.807 8.480 -5.459  -0.67
O: -0.599 8.403 -5.627  0.01
N: -2.451 9.674 -5.337  0.16
N: -2.606 7.375 -5.381  0.15
H: -3.439 9.762 -5.200  0.10
H: -1.890 10.505 -5.391  0.11
H: -2.162 6.480 -5.473  0.10
H: -3.599 7.415 -5.247  0.10
C: -3.690 -3.714 -6.860  -0.69
O: -2.709 -3.022 -6.641  0.01
N: -4.108 -4.014 -8.127  0.15
N: -4.449 -4.244 -5.857  0.16
H: -4.909 -4.579 -8.329  0.09
H: -3.570 -3.640 -8.887  0.10
H: -4.162 -4.040 -4.917  0.07
H: -5.258 -4.815 -6.008  0.10
C: -3.482 -2.929 5.207  -0.69
O: -3.896 -2.891 4.059  0.01
N: -3.439 -1.820 6.007  0.15
N: -3.031 -4.079 5.782  0.16
H: -3.106 -1.829 6.952  0.09
H: -3.768 -0.959 5.614  0.10
H: -3.048 -4.911 5.220  0.11
H: -2.687 -4.134 6.721  0.10

- HOMO level (Eh) = -0.3966
- lowest unoccupied orbital energy (eV) = -3.67
- net charge = +1
- energy relative to the best compared isomer or geometry (same formula, charge and spin) (kJ/mol) = 0.00

***

A cluster of 9 separate species, C16H50N2O9 in total in a non-equilibrium geometry. Source: the Open Molecules 2025 dataset; level of theory: ωB97M-V/def2-TZVPD.

Last column: Löwdin charge in e.
Positions of all 77 atoms, in Å:
N: 0.312 0.888 -1.334  0.22
C: -0.815 0.256 -1.303  -0.76
N: -0.879 -0.710 -0.409  0.21
O: -1.771 0.506 -1.944  0.05
H: 0.908 0.555 -0.589  0.05
H: 0.658 1.285 -2.195  0.10
H: -1.789 -0.928 -0.028  0.11
H: -0.070 -0.872 0.173  0.08
C: 1.585 -5.212 -0.427  -0.05
C: 0.699 -4.501 -1.421  -0.51
C: 1.621 -4.114 -2.666  -0.03
O: -0.391 -5.251 -1.767  -0.02
H: 2.055 -6.057 -0.929  0.09
H: 0.986 -5.350 0.474  0.06
H: 2.367 -4.569 -0.023  0.06
H: 0.333 -3.612 -0.907  0.11
H: 1.977 -5.001 -3.190  0.08
H: 2.486 -3.513 -2.386  0.05
H: 1.090 -3.514 -3.405  0.07
H: -0.978 -4.878 -2.428  0.11
C: 0.880 -4.252 3.283  -0.03
C: 0.311 -2.965 2.494  -0.44
C: -1.159 -3.066 2.285  -0.07
O: 0.390 -1.826 3.347  -0.07
H: 1.231 -5.053 2.632  0.05
H: 0.159 -4.658 3.993  0.07
H: 1.679 -3.966 3.967  0.07
H: 0.950 -2.756 1.636  0.11
H: -1.730 -3.173 3.207  0.09
H: -1.489 -3.921 1.694  0.09
H: -1.563 -2.220 1.731  0.06
H: -0.251 -1.978 4.046  0.08
C: 3.065 -0.968 -1.876  -0.06
C: 2.690 -1.392 -0.482  -0.45
C: 3.829 -2.117 0.310  -0.03
O: 2.197 -0.251 0.229  -0.10
H: 3.941 -1.435 -2.327  0.09
H: 3.191 0.114 -1.824  0.08
H: 2.233 -0.957 -2.580  0.08
H: 1.840 -2.060 -0.621  0.09
H: 4.769 -1.574 0.209  0.08
H: 4.060 -3.064 -0.176  0.07
H: 3.572 -2.374 1.338  0.08
H: 2.595 -0.147 1.096  0.11
C: -2.452 3.594 -0.411  -0.03
C: -3.800 3.417 0.355  -0.46
C: -4.480 4.762 0.688  -0.06
O: -4.671 2.632 -0.408  -0.03
H: -2.565 3.829 -1.469  0.06
H: -1.904 2.654 -0.475  0.05
H: -1.886 4.404 0.048  0.07
H: -3.653 3.065 1.377  0.13
H: -5.020 5.156 -0.172  0.08
H: -3.741 5.465 1.072  0.07
H: -5.261 4.747 1.449  0.07
H: -4.774 1.766 -0.006  0.08
C: 0.842 3.212 0.973  -0.06
C: 1.334 3.947 2.233  -0.48
C: 2.342 5.016 2.058  -0.07
O: 0.147 4.575 2.720  -0.06
H: 0.659 3.837 0.100  0.08
H: -0.095 2.662 1.061  0.06
H: 1.581 2.495 0.614  0.06
H: 1.738 3.206 2.924  0.13
H: 2.240 5.716 1.229  0.08
H: 3.315 4.554 1.891  0.08
H: 2.264 5.628 2.956  0.08
H: 0.197 4.793 3.654  0.08
O: -4.057 -0.666 -1.669  -0.06
H: -4.590 -0.133 -1.079  0.01
H: -3.220 -0.205 -1.719  -0.05
O: -2.997 2.453 -3.545  -0.05
H: -2.647 2.024 -2.764  -0.03
H: -2.563 3.306 -3.564  0.02
O: 0.315 2.744 -3.788  -0.04
H: 0.153 3.673 -3.623  0.04
H: -0.526 2.320 -3.619  0.00

- HOMO level (Eh) = -0.3683
- SMILES = NC(N)=O.CC(C)O.CC(C)O.CC(C)O.CC(C)O.CC(C)O.O.O.O
- lowest unoccupied orbital energy (eV) = 0.25
- energy relative to the best compared isomer or geometry (same formula, charge and spin) (kJ/mol) = 0.00

***

A structure of composition C16H51B2F4NO13V in a non-equilibrium geometry. Source: the Open Molecules 2025 dataset; level of theory: ωB97M-V/def2-TZVPD.

Last column: Mulliken spin population.
Positions of all 88 atoms, in Å:
V: 1.954 0.160 2.863  2.92
B: 3.842 0.561 1.527  0.01
H: 4.418 1.259 0.940  0.00
H: 2.849 0.525 1.107  0.02
H: 4.234 -0.437 1.411  0.01
H: 3.791 0.829 2.572  -0.01
B: -0.228 -0.553 0.211  0.07
F: 0.631 -0.139 1.156  -0.09
F: 0.072 0.142 -0.949  0.00
F: -0.112 -1.894 -0.057  0.01
F: -1.485 -0.257 0.563  0.00
C: 1.180 0.091 5.710  0.02
C: -0.186 0.492 5.093  0.00
O: -0.159 -0.040 3.742  0.01
O: 2.246 0.752 4.995  0.02
H: 1.338 -0.983 5.619  0.00
H: 1.273 0.390 6.754  0.00
H: -0.303 1.567 4.957  0.00
H: -1.081 0.181 5.631  0.00
H: -1.076 -0.068 3.461  0.00
H: 2.834 1.085 5.677  0.00
C: 2.835 -2.106 -2.278  0.00
C: 3.340 -2.007 -0.873  -0.02
O: 4.757 -1.841 -0.793  0.00
O: 3.079 -0.871 -2.897  0.00
H: 1.756 -2.238 -2.197  0.00
H: 3.271 -2.973 -2.774  0.00
H: 3.037 -2.906 -0.335  0.00
H: 2.922 -1.127 -0.386  0.02
H: 5.181 -2.584 -1.228  0.00
H: 3.876 -0.967 -3.424  0.00
C: -2.443 2.706 -0.467  0.00
C: -3.740 1.871 -0.621  0.00
O: -4.851 2.456 -1.263  0.00
O: -2.472 3.695 0.548  0.00
H: -2.155 3.022 -1.470  0.00
H: -1.613 2.046 -0.219  0.00
H: -4.168 1.655 0.358  0.00
H: -3.450 0.908 -1.041  0.00
H: -5.661 1.996 -1.027  0.00
H: -3.210 4.304 0.463  0.00
C: 1.254 2.536 -2.508  0.00
C: 0.511 1.742 -3.608  0.00
O: 1.411 0.940 -4.431  0.00
O: 1.999 1.693 -1.673  0.00
H: 0.404 3.014 -2.021  0.00
H: 1.902 3.297 -2.943  0.00
H: -0.020 2.416 -4.280  0.00
H: -0.232 1.121 -3.108  0.00
H: 1.829 0.308 -3.842  0.00
H: 1.445 0.990 -1.327  0.00
C: 1.695 4.519 1.253  0.00
C: 1.019 3.068 1.261  -0.02
O: 1.209 2.285 2.419  -0.01
O: 1.352 5.263 2.438  0.00
H: 1.416 5.037 0.335  0.00
H: 2.761 4.301 1.316  0.00
H: 1.221 2.420 0.408  0.02
H: -0.054 3.259 1.277  0.00
H: 0.749 2.690 3.158  0.00
H: 1.700 6.149 2.309  0.00
C: -0.570 -4.425 1.868  0.00
C: -0.977 -3.296 2.868  -0.02
O: -0.338 -3.255 4.097  0.00
O: -1.355 -4.463 0.756  0.00
H: -0.522 -5.369 2.411  0.00
H: 0.451 -4.194 1.564  0.00
H: -2.055 -3.354 3.018  0.00
H: -0.794 -2.312 2.438  0.03
H: 0.526 -2.870 3.933  0.01
H: -1.242 -3.579 0.399  0.00
C: -3.197 -3.039 -1.995  0.00
C: -2.074 -2.800 -3.069  0.00
C: -2.019 -1.323 -3.540  0.00
O: -3.379 -0.820 -3.879  0.00
C: -3.540 0.609 -4.066  0.00
N: -0.862 -3.090 -2.328  0.00
H: -3.247 -4.110 -1.795  0.00
H: -4.192 -2.819 -2.382  0.00
H: -2.954 -2.489 -1.086  0.00
H: -2.219 -3.443 -3.937  0.00
H: -1.269 -1.237 -4.326  0.00
H: -1.549 -0.724 -2.759  0.00
H: -3.578 0.851 -5.129  0.00
H: -2.676 1.067 -3.584  0.00
H: -4.511 0.926 -3.684  0.00
H: -0.692 -2.377 -1.634  0.00
H: -1.056 -3.813 -1.650  0.00

- 2S+1 = 4
- HOMO level (alpha / beta) (Eh) = -0.3101 / -0.3101
- expectation value of S² = 3.75
- lowest unoccupied orbital energy (alpha / beta) (eV) = -1.04 / -1.17

***

A cluster of 10 separate species, C16H52N4O10 in total in a non-equilibrium geometry. Source: the Open Molecules 2025 dataset; level of theory: ωB97M-V/def2-TZVPD.

Last column: Löwdin charge in e.
Positions of all 82 atoms, in Å:
N: 1.517 -11.402 21.830  0.18
C: 1.044 -12.290 21.022  -0.59
N: -0.215 -12.176 20.951  0.16
O: 1.789 -13.304 20.372  -0.11
H: 2.497 -11.300 21.986  0.06
H: 0.875 -11.014 22.493  0.11
H: -0.679 -12.746 20.209  0.15
H: -0.751 -11.632 21.620  0.13
N: 5.523 -16.864 17.568  0.18
C: 5.370 -16.109 18.549  -0.66
N: 4.572 -15.147 18.243  0.18
O: 6.093 -16.206 19.693  -0.08
H: 6.183 -17.627 17.684  0.14
H: 5.340 -16.688 16.536  0.17
H: 4.589 -14.372 18.941  0.11
H: 3.845 -15.324 17.610  0.11
C: 10.173 -14.129 18.308  -0.05
C: 8.689 -14.479 18.592  -0.32
O: 8.616 -15.837 18.793  -0.06
H: 10.420 -13.066 18.313  0.06
H: 10.577 -14.469 17.374  0.06
H: 10.821 -14.602 19.002  0.06
H: 7.840 -14.213 17.893  0.11
H: 8.349 -13.965 19.506  0.10
H: 7.859 -16.006 19.259  -0.03
C: 8.475 -9.593 18.091  -0.07
C: 8.378 -10.967 18.710  -0.35
O: 8.794 -10.983 20.028  -0.06
H: 9.482 -9.278 18.228  0.06
H: 7.851 -8.725 18.430  0.08
H: 8.335 -9.623 17.043  0.05
H: 8.951 -11.644 18.197  0.06
H: 7.331 -11.288 18.634  0.10
H: 8.155 -10.413 20.480  0.03
C: 4.510 -9.479 19.175  -0.06
C: 3.639 -8.589 20.076  -0.26
O: 4.611 -8.067 20.989  -0.13
H: 4.883 -10.440 19.608  0.08
H: 5.358 -8.890 18.853  0.07
H: 3.935 -9.830 18.279  0.09
H: 2.832 -9.131 20.601  0.10
H: 3.188 -7.804 19.472  0.12
H: 4.118 -7.408 21.523  0.12
C: 2.406 -12.445 17.322  -0.07
C: 1.097 -13.155 17.551  -0.31
O: 0.408 -13.365 16.309  -0.09
H: 2.213 -11.541 16.829  0.06
H: 3.159 -12.947 16.817  0.03
H: 2.873 -12.132 18.239  0.05
H: 0.344 -12.669 18.158  0.09
H: 1.246 -14.101 18.060  0.09
H: 0.752 -14.241 16.035  0.09
C: 7.331 -7.894 23.316  -0.05
C: 7.486 -9.371 22.845  -0.30
O: 7.009 -9.445 21.560  -0.10
H: 7.608 -7.735 24.320  0.05
H: 6.271 -7.712 23.162  0.05
H: 7.996 -7.196 22.733  0.10
H: 6.931 -10.047 23.467  0.10
H: 8.559 -9.670 22.892  0.13
H: 6.275 -8.876 21.425  0.02
C: 5.434 -11.431 15.562  -0.06
C: 5.947 -12.545 16.441  -0.34
O: 5.520 -13.792 16.015  -0.05
H: 6.005 -10.539 15.834  0.07
H: 4.394 -11.203 15.636  0.05
H: 5.543 -11.515 14.474  0.08
H: 5.630 -12.356 17.481  0.09
H: 7.038 -12.601 16.690  0.10
H: 5.444 -14.395 16.682  -0.04
C: 5.910 -13.123 20.952  -0.13
O: 4.710 -13.119 20.212  -0.14
H: 5.683 -13.345 21.953  0.07
H: 6.473 -12.161 20.982  0.08
H: 6.611 -13.934 20.782  0.06
H: 3.967 -13.010 20.805  0.05
C: 3.676 -9.788 23.422  -0.12
O: 4.208 -10.598 22.369  -0.14
H: 2.703 -9.440 23.213  0.05
H: 4.313 -8.901 23.553  0.08
H: 3.588 -10.401 24.325  0.10
H: 4.621 -10.008 21.742  0.02

- HOMO level (Eh) = -0.3232
- SMILES = NC(N)=O.NC(N)=O.CCO.CCO.CCO.CCO.CCO.CCO.CO.CO
- lowest unoccupied orbital energy (eV) = -0.10
- energy relative to the best compared isomer or geometry (same formula, charge and spin) (kJ/mol) = 145.77

***

A cluster of 8 separate species, C16H52N4O8 in total in a non-equilibrium geometry. Source: the Open Molecules 2025 dataset; level of theory: ωB97M-V/def2-TZVPD.

Last column: Löwdin charge in e.
Positions of all 80 atoms, in Å:
C: -2.782 2.257 6.183  -0.05
O: -2.579 1.569 4.872  -0.18
C: -2.589 2.448 3.780  -0.24
C: -2.530 1.581 2.468  -0.37
C: -1.134 0.858 2.410  -0.03
N: -2.681 2.508 1.346  0.03
H: -1.970 2.975 6.296  0.08
H: -2.766 1.570 7.029  0.08
H: -3.739 2.737 6.387  0.08
H: -3.576 2.910 3.779  0.12
H: -1.856 3.255 3.769  0.12
H: -3.358 0.873 2.461  0.13
H: -1.078 0.072 3.163  0.07
H: -0.371 1.608 2.620  0.08
H: -0.958 0.387 1.444  0.05
H: -1.725 2.477 1.020  0.03
H: -2.813 3.465 1.641  0.08
C: 2.466 -2.281 3.215  -0.07
O: 1.371 -3.099 2.719  -0.20
C: 0.267 -2.436 2.118  -0.20
C: -0.253 -3.243 0.877  -0.40
C: 0.776 -3.345 -0.260  -0.04
N: -1.447 -2.660 0.272  0.04
H: 2.186 -1.694 4.090  0.08
H: 2.852 -1.735 2.355  0.07
H: 3.317 -2.921 3.446  0.08
H: -0.546 -2.294 2.830  0.11
H: 0.582 -1.463 1.742  0.10
H: -0.576 -4.195 1.298  0.13
H: 1.658 -3.865 0.113  0.08
H: 1.132 -2.338 -0.475  0.07
H: 0.349 -3.851 -1.127  0.04
H: -1.157 -1.927 -0.360  0.00
H: -1.921 -2.159 1.009  0.05
C: 2.579 1.526 0.571  -0.13
O: 3.566 2.265 -0.084  -0.17
C: 3.627 3.630 0.344  -0.18
C: 3.963 4.601 -0.836  -0.40
C: 5.366 4.379 -1.452  -0.07
N: 4.004 5.978 -0.351  0.01
H: 1.616 2.036 0.533  0.06
H: 2.847 1.251 1.591  0.09
H: 2.502 0.594 0.012  0.09
H: 2.694 3.966 0.797  0.11
H: 4.379 3.813 1.113  0.12
H: 3.197 4.506 -1.605  0.13
H: 6.132 4.249 -0.687  0.08
H: 5.702 5.205 -2.078  0.07
H: 5.331 3.479 -2.065  0.07
H: 4.003 6.657 -1.098  0.07
H: 4.652 6.191 0.394  0.07
C: 1.511 -2.255 -3.995  -0.11
O: 0.791 -3.420 -3.728  -0.19
C: -0.577 -3.238 -3.640  -0.21
C: -1.314 -4.610 -3.622  -0.43
C: -2.737 -4.506 -4.190  -0.06
N: -1.231 -5.418 -2.420  0.04
H: 1.389 -1.876 -5.010  0.09
H: 2.509 -2.521 -3.648  0.10
H: 1.153 -1.393 -3.433  0.07
H: -0.722 -2.715 -2.695  0.10
H: -0.970 -2.653 -4.472  0.13
H: -0.801 -5.197 -4.385  0.12
H: -3.231 -5.442 -3.929  0.07
H: -2.749 -4.311 -5.262  0.08
H: -3.319 -3.719 -3.710  0.07
H: -1.576 -6.327 -2.692  0.07
H: -0.236 -5.515 -2.279  0.06
O: -0.382 2.519 -0.856  -0.04
H: -0.840 2.473 -1.695  0.06
H: -0.518 3.417 -0.557  0.05
O: -3.396 0.794 -0.861  -0.05
H: -3.905 0.142 -0.379  0.07
H: -3.070 1.389 -0.186  -0.01
O: -0.559 -0.427 -1.040  -0.05
H: 0.062 0.234 -0.734  0.02
H: -1.381 0.049 -1.153  0.01
O: -4.107 0.596 -3.377  -0.07
H: -4.759 1.256 -3.143  0.02
H: -3.749 0.305 -2.538  -0.03

- HOMO level (Eh) = -0.3070
- SMILES = COC[C@H](C)N.COC[C@H](C)N.COC[C@H](C)N.COC[C@H](C)N.O.O.O.O
- lowest unoccupied orbital energy (eV) = 0.04
- energy relative to the best compared isomer or geometry (same formula, charge and spin) (kJ/mol) = 238.38

***

no.,energy (Eh)
1,-2958.18482
2,-1426.22564
3,-3066.21343
4,-1612.06572
5,-1461.60045